{"formula": "C12H28BCl2CrF4N4OS", "method": "ωB97M-V/def2-TZVPD", "total_charge": 2, "gap_ha": [0.2203, 0.2512], "homo_ev": [-14.16, -14.16], "e_above_lowest_ev": 1.5574, "multiplicity": 4, "energy_ev": -96747.233, "s2": 3.8043, "elements": ["Cr", "C", "C", "N", "C", "C", "S", "C", "C", "N", "H", "H", "H", "H", "H", "H", "H", "H", "H", "H", "H", "H", "H", "H", "Cl", "C", "Cl", "H", "H", "F", "B", "F", "F", "F", "C", "N", "C", "C", "O", "N", "C", "C", "H", "H", "H", "H", "H", "H", "H", "H", "H", "H", "H", "H"], "positions_angstrom": [[-1.73234, -0.12813, 0.63253], [0.35611, 0.81790, 2.48151], [-0.67798, 1.92593, 2.35148], [-2.02993, 1.36237, 2.06137], [-2.81266, 0.91521, 3.24728], [-2.40606, -0.45649, 3.77257], [-2.13459, -1.65916, 2.41039], [-0.41219, -2.21409, 2.68756], [0.58599, -1.53037, 1.74374], [0.16777, -0.15982, 1.38731], [0.24853, 0.30368, 3.43513], [1.35542, 1.25461, 2.45902], [-0.41219, 2.56861, 1.51005], [-0.68871, 2.54550, 3.25023], [-2.56222, 2.14203, 1.67940], [-3.86005, 0.88637, 2.94563], [-2.72203, 1.64447, 4.05537], [-3.21792, -0.85990, 4.37585], [-1.51694, -0.42274, 4.39668], [-0.42093, -3.28576, 2.49545], [-0.19035, -2.07163, 3.74367], [0.65015, -2.09944, 0.81922], [1.57441, -1.52430, 2.20864], [0.72094, 0.12191, 0.53907], [-1.69326, 1.59536, -1.10985], [-3.43411, 1.36626, -1.40106], [-3.99180, 0.28120, -0.11048], [-3.56390, 0.86231, -2.35317], [-3.95738, 2.31490, -1.35213], [-2.79053, -1.46288, -2.26541], [-2.32329, -2.40881, -1.37980], [-1.69797, -3.45796, -1.89210], [-3.20026, -2.63205, -0.33749], [-1.13258, -1.53051, -0.57898], [4.34733, -0.06111, -2.07210], [3.15217, 0.49002, -1.44445], [3.40379, 1.10544, -0.14982], [1.85687, 0.32670, -1.83381], [0.93673, 0.46730, -0.98492], [1.56515, 0.03816, -3.12325], [2.45679, 0.20030, -4.26575], [0.19482, -0.30357, -3.47357], [5.00718, -0.42713, -1.28512], [4.89742, 0.69979, -2.62936], [4.12007, -0.89662, -2.72296], [4.31679, 1.69606, -0.21207], [3.53894, 0.34862, 0.63208], [2.58047, 1.76279, 0.11425], [3.15942, 1.01477, -4.11434], [1.85039, 0.43595, -5.13773], [3.00309, -0.71646, -4.49195], [-0.34547, -0.62204, -2.59248], [0.19661, -1.11777, -4.19786], [-0.31565, 0.55425, -3.92347]], "atomic_forces_ev_per_a": [[1.023, -0.667, 0.152], [-0.324, 0.066, 0.139], [0.343, -0.043, 0.040], [0.103, 0.247, 0.145], [-0.040, -0.248, 0.116], [-0.013, 0.011, -0.109], [-0.057, 0.098, 0.092], [0.081, -0.057, -0.189], [-0.183, -0.254, 0.016], [-0.161, 0.023, 0.236], [0.043, -0.007, 0.017], [0.046, -0.098, -0.048], [-0.058, -0.001, -0.011], [-0.094, 0.010, -0.020], [-0.043, -0.095, -0.138], [0.019, 0.036, -0.049], [-0.031, 0.046, -0.045], [0.029, 0.005, 0.046], [0.041, -0.038, -0.048], [0.009, -0.014, 0.065], [-0.071, 0.045, 0.013], [0.035, 0.067, -0.015], [0.013, 0.073, -0.028], [0.068, 0.088, -0.316], [0.331, 0.198, -0.362], [-0.045, 0.126, -0.269], [-0.827, -0.205, 0.039], [0.046, -0.109, 0.044], [0.003, -0.013, 0.110], [0.212, -0.023, 0.192], [-0.674, 0.131, -0.045], [0.230, 0.001, 0.076], [0.371, 0.078, -0.131], [-0.621, 0.330, 0.411], [0.149, -0.007, -0.062], [-0.281, 0.146, 0.147], [-0.046, -0.060, -0.077], [0.766, -0.063, -0.596], [-0.200, 0.221, 0.056], [-0.099, -0.024, 0.386], [0.145, -0.019, -0.080], [-0.089, -0.054, -0.028], [-0.060, -0.053, 0.012], [-0.028, -0.052, -0.023], [-0.065, -0.016, 0.022], [-0.008, -0.005, 0.023], [0.008, 0.030, 0.010], [0.031, 0.059, 0.019], [-0.010, 0.010, 0.039], [-0.036, 0.094, 0.047], [-0.025, 0.047, -0.027], [-0.001, -0.039, -0.013], [0.020, 0.006, 0.018], [0.029, -0.026, 0.002]]}